Entry 1:
Molecular formula: C7H9NO2Pd
Method: DFT, the ωB97M-V functional and the def2-TZVPD basis

Its charge is +2. The calculation puts the orbital gap (alpha / beta) at 8.0 / 4.5 eV. The calculation puts the HOMO energy (alpha / beta) at -18.2 / -18.3 eV. For the LUMO energy (alpha / beta), the calculation gives -0.37634 / -0.50679 Eh. The expectation value of S² is 6.0160. As for the spin multiplicity: 5.

Structure (XYZ):
```
20
Properties=species:S:1:pos:R:3:forces:R:3:lowdin_charge:R:1
Pd 0.744 -1.014 -0.194 0.67 -3.82 -3.14 1.20
C -1.633 -4.365 -1.445 1.56 0.88 0.16 -0.05
H -1.784 -3.294 -1.250 -0.15 0.09 0.12 -0.02
H -0.546 -4.468 -1.686 -0.74 -0.17 0.07 0.02
H -2.201 -4.569 -2.351 -0.18 -0.54 0.45 0.03
H -1.817 -4.900 -0.503 -0.40 -0.14 -0.75 0.03
H 1.106 -1.293 1.363 0.18 -0.37 1.11 0.12
O 0.339 1.936 -2.833 0.01 0.41 -0.68 0.47
C 0.192 1.175 -1.868 -1.08 -2.53 1.43 -0.34
O -0.082 -0.103 -1.927 0.91 2.20 -0.19 0.05
C 0.283 1.677 -0.452 1.10 1.70 2.23 -0.13
C 0.743 2.899 0.102 -0.54 0.07 -2.56 0.09
C 0.865 3.090 1.468 -0.20 -0.77 0.53 0.06
C 0.624 2.013 2.323 -0.10 0.00 -0.55 0.06
C 0.241 0.800 1.777 -0.65 0.99 -1.23 -0.07
N 0.068 0.688 0.431 -0.52 1.59 2.19 -0.09
H 0.965 3.697 -0.619 -0.05 -0.11 0.52 0.16
H 1.139 4.041 1.896 0.17 0.21 -0.18 0.15
H 0.734 2.061 3.385 0.07 0.28 0.48 0.14
H 0.020 -0.073 2.383 -0.06 0.04 0.00 0.12
```
Positions in Å, forces in eV/Å.

=====

Entry 2:
Molecular formula: C7H9NO2V
Method: DFT, the ωB97M-V functional and the def2-TZVPD basis

The energy above the lowest of the compared OMol25 structures with the same formula, charge and spin comes out at 0.0 kcal per mole. Its charge is +2. The calculation puts the orbital gap (alpha / beta) at 5.5 / 6.5 eV. The calculation puts the HOMO energy (alpha / beta) at -18.1 / -18.2 eV. For the LUMO energy (alpha / beta), the calculation gives -0.46454 / -0.42944 Eh. The expectation value of S² is 0.9288. As for the spin multiplicity: 2.

Structure (XYZ):
```
20
Properties=species:S:1:pos:R:3:forces:R:3:lowdin_charge:R:1
V -0.628 -0.139 -1.616 3.12 -6.72 2.30 1.27
C 0.040 0.072 -3.479 0.41 0.38 -0.89 -0.05
H 1.155 0.045 -3.569 -0.66 0.10 0.40 0.11
H -0.410 -0.912 -3.790 0.02 0.11 0.64 0.11
H -0.388 0.841 -4.153 0.29 -0.12 0.40 0.08
H -1.202 1.418 -2.366 0.28 0.81 -1.93 0.14
H -1.431 1.372 -1.687 -1.49 1.47 1.66 0.11
O 0.980 -3.131 0.748 -0.73 1.09 -1.59 0.21
C 0.534 -2.139 0.217 1.46 -1.82 3.25 -0.50
O 0.139 -1.988 -1.027 -2.05 3.48 -2.21 -0.02
C 0.381 -0.913 1.070 -0.47 0.29 -0.08 -0.13
C 0.573 -0.861 2.449 0.08 -0.84 -0.70 0.08
C 0.312 0.306 3.143 -0.68 1.88 -1.89 0.08
C -0.110 1.450 2.380 0.56 -3.20 -1.40 0.07
C -0.284 1.307 0.985 0.10 1.05 1.87 -0.07
N -0.078 0.148 0.361 0.11 -0.13 -1.09 -0.03
H 0.896 -1.781 2.939 -0.02 0.23 -0.13 0.16
H 0.416 0.403 4.202 0.12 -0.13 0.51 0.14
H -0.314 2.362 2.822 -0.33 1.70 0.84 0.11
H -0.581 2.139 0.371 -0.11 0.37 0.06 0.12
```
Positions in Å, forces in eV/Å.

=====

Entry 3:
Molecular formula: C7H9NO3
Method: DFT, the ωB97M-V functional and the def2-TZVPD basis

The energy above the lowest of the compared OMol25 structures with the same formula, charge and spin comes out at 4.9 kcal per mole. Its charge is 0. The calculation puts the orbital gap (alpha / beta) at 6.4 / 7.9 eV. The calculation puts the HOMO energy (alpha / beta) at -6.0 / -9.8 eV. For the LUMO energy (alpha / beta), the calculation gives 0.01409 / -0.07073 Eh. The expectation value of S² is 2.0105. As for the spin multiplicity: 3.

Structure (XYZ):
```
20
Properties=species:S:1:pos:R:3:forces:R:3:lowdin_charge:R:1
C -0.375 -0.850 -2.318 -1.45 -5.34 -4.20 -0.04
C 0.094 -2.241 -2.424 -0.51 0.29 0.72 -0.54
C -0.864 1.221 0.851 -1.35 1.68 -4.32 -0.21
C -0.495 0.733 2.164 -1.43 -3.42 0.48 -0.20
C 0.455 1.712 0.095 -2.10 2.94 -0.79 -0.17
C 0.497 -0.406 2.084 1.33 0.23 -2.66 -0.18
C 0.653 1.073 -1.235 -0.09 0.82 -0.30 0.01
N 0.151 0.038 -1.594 1.06 2.91 3.03 0.06
O -0.378 -3.091 -3.150 -0.25 0.53 -0.39 0.07
O 1.036 -2.627 -1.540 0.40 -0.88 -0.41 0.11
O 1.080 -0.779 1.055 -1.49 0.39 2.33 0.03
H -1.253 -0.659 -2.907 -0.18 0.36 -0.15 0.13
H -1.294 0.515 0.034 0.47 0.32 2.20 0.13
H -1.701 2.048 0.872 1.96 -1.24 0.17 0.15
H -0.005 1.464 2.743 0.31 1.09 1.08 0.11
H -1.392 0.290 2.709 1.03 0.78 -0.22 0.15
H 0.330 2.859 -0.062 0.83 -1.92 0.30 0.14
H 1.381 1.435 0.519 0.92 0.32 1.38 0.08
H 0.781 -0.783 3.039 0.33 -0.85 1.03 0.11
H 1.300 -1.951 -0.935 0.18 0.98 0.74 0.05
```
Positions in Å, forces in eV/Å.

=====

Entry 4:
Molecular formula: C7H9NOS
Method: DFT, the ωB97M-V functional and the def2-TZVPD basis

The energy above the lowest of the compared OMol25 structures with the same formula, charge and spin comes out at 37.9 kcal per mole. Its charge is 0. The calculation puts the orbital gap (alpha / beta) at 4.5 / 5.2 eV. The calculation puts the HOMO energy (alpha / beta) at -4.0 / -8.7 eV. For the LUMO energy (alpha / beta), the calculation gives 0.01969 / -0.13030 Eh. The expectation value of S² is 2.0094. As for the spin multiplicity: 3.

Structure (XYZ):
```
19
Properties=species:S:1:pos:R:3:forces:R:3:lowdin_charge:R:1
C -1.121 2.653 1.283 0.04 0.02 0.01 -0.09
C -0.080 2.503 2.236 -0.05 -0.02 0.01 -0.09
C -1.260 1.457 0.650 -0.47 0.25 -0.45 -0.16
C 0.362 1.219 2.155 0.53 0.02 0.42 -0.15
C 1.145 -0.852 -1.488 -0.20 -0.28 -1.28 -0.31
C 0.330 -1.896 -2.191 1.75 5.49 -1.41 -0.17
C -0.177 -2.951 -1.587 -2.12 -4.51 2.63 -0.05
N -0.351 0.576 1.178 -0.38 -0.58 -0.17 -0.40
O 1.227 -1.051 -0.095 1.19 -0.16 -0.01 -0.47
S -0.192 -1.047 0.742 -0.83 0.21 0.35 1.07
H -1.682 3.548 1.101 -0.14 0.08 -0.12 0.09
H 0.286 3.265 2.895 0.12 0.07 0.15 0.09
H -1.929 1.139 -0.125 -0.11 -0.05 -0.14 0.11
H 1.136 0.703 2.688 0.12 -0.08 0.10 0.11
H 0.734 0.146 -1.708 0.30 -0.08 -0.04 0.12
H 2.183 -0.873 -1.840 0.09 0.01 0.15 0.13
H 0.167 -1.707 -3.243 0.05 -0.03 -0.13 0.10
H -0.780 -3.673 -2.110 -0.10 -0.11 -0.06 0.05
H 0.001 -3.159 -0.543 0.23 -0.25 -0.03 0.01
```
Positions in Å, forces in eV/Å.